Entry 1:
An isolated molecule of C5H9NO, computed with ωB97M-V with the def2-TZVPD basis set.

Last column: natural (NBO) charge in e.
CARTESIAN COORDINATES (ANGSTROEM)
C  -2.10834  1.06654  -0.12291  -0.613
C  -1.00994  0.07588  -0.47494  -0.303
C  0.44221  0.57284  -0.67544  -0.193
N  0.88324  -0.63306  0.01002  -0.430
C  2.19808  -1.12115  0.32713  -0.414
C  -0.36347  -0.97060  0.46896  0.689
O  -0.73277  -1.81429  1.25090  -0.598
H  -1.76504  1.88927  0.51255  0.209
H  -2.95526  0.58396  0.37264  0.228
H  -2.48377  1.50998  -1.05236  0.213
H  -1.32088  -0.49303  -1.35837  0.220
H  0.79031  0.68582  -1.70600  0.188
H  0.67180  1.48431  -0.10616  0.179
H  2.16156  -2.20674  0.45037  0.225
H  2.87459  -0.89460  -0.50270  0.205
H  2.60244  -0.67461  1.24360  0.195

Summary:
SMILES ... C[C@H]1CN(C)C1=O
2S+1 ... 1
ΔE to the lowest compared entry with this formula, charge and spin ... 1.0800 eV
E_LUMO ... 0.86 eV
Max |F| ... 0.450 eV/Å



Entry 2:
An isolated molecule of C5H9NO in a non-equilibrium geometry, computed with ωB97M-V with the def2-TZVPD basis set.

Last column: natural (NBO) charge in e.
CARTESIAN COORDINATES (ANGSTROEM)
C  -1.90103  -0.34019  -0.43412  -0.587
C  -0.53247  -0.54479  0.19262  -0.353
C  -0.49204  -1.30623  1.45011  0.294
N  -0.38552  -1.96511  2.39577  -0.339
C  0.13335  0.83830  0.28969  -0.402
C  1.57198  0.80653  -0.24120  -0.064
O  1.82518  -0.04572  -1.37132  -0.737
H  -1.64035  -0.10714  -1.50956  0.226
H  -2.42741  0.37786  0.20692  0.213
H  -2.53541  -1.21376  -0.47669  0.220
H  0.05328  -1.14007  -0.51035  0.266
H  -0.50295  1.59687  -0.18857  0.212
H  0.19480  1.20595  1.32565  0.229
H  2.14538  0.40423  0.58541  0.167
H  1.81782  1.86863  -0.40065  0.173
H  2.71624  -0.43628  -1.30080  0.483

Summary:
SMILES ... C[C@H](C#N)CCO
2S+1 ... 1
ΔE to the lowest compared entry with this formula, charge and spin ... 1.6660 eV
E_LUMO ... 0.68 eV
Max |F| ... 1.658 eV/Å



Entry 3:
An isolated molecule of C5H9NO in a non-equilibrium geometry, computed with ωB97M-V with the def2-TZVPD basis set.

Last column: natural (NBO) charge in e.
CARTESIAN COORDINATES (ANGSTROEM)
C  1.52579  0.78017  0.09656  -0.600
C  0.19066  0.05017  0.10413  -0.149
C  0.19865  -1.25194  0.93090  -0.622
C  -1.09089  0.94519  0.12483  -0.201
N  -1.46634  0.34728  -1.16652  -0.622
C  -0.38740  -0.48662  -1.21615  0.688
O  -0.12524  -1.45531  -1.88955  -0.602
H  2.34298  0.06835  -0.05325  0.222
H  1.70179  1.29170  1.05186  0.213
H  1.57261  1.52895  -0.70091  0.214
H  1.07151  -1.34376  1.58236  0.215
H  0.26261  -2.04124  0.14217  0.250
H  -0.69848  -1.34480  1.55845  0.212
H  -1.80370  0.75335  0.93462  0.192
H  -0.91322  2.02490  0.03738  0.191
H  -2.38133  0.13361  -1.53688  0.400

Summary:
SMILES ... CC1(C)CNC1=O
2S+1 ... 1
ΔE to the lowest compared entry with this formula, charge and spin ... 1.1512 eV
E_LUMO ... 0.88 eV
Max |F| ... 1.257 eV/Å



Entry 4:
A structure of composition C5H9NO, computed with ωB97M-V with the def2-TZVPD basis set.

Last column: natural (NBO) charge in e.
CARTESIAN COORDINATES (ANGSTROEM)
C  -1.55532  -1.30345  -0.21384  -0.609
C  -0.59506  -0.22468  -0.67238  -0.241
C  -0.66767  1.22334  -0.09505  -0.383
C  0.87909  1.31541  -0.18224  -0.463
C  0.81925  -0.18624  -0.14474  0.240
N  1.43564  -1.04498  0.55414  -0.156
O  2.57892  -0.45090  1.11835  -0.587
H  -2.56967  -1.09549  -0.57220  0.211
H  -1.57871  -1.36930  0.87888  0.212
H  -1.25180  -2.28124  -0.60197  0.222
H  -0.58243  -0.15468  -1.76845  0.212
H  -1.26264  1.96490  -0.63259  0.209
H  -0.97832  1.18785  0.95497  0.205
H  1.44216  1.79064  0.62233  0.233
H  1.21145  1.69921  -1.15233  0.222
H  2.70452  -0.96554  1.92390  0.472

Summary:
2S+1 ... 1
ΔE to the lowest compared entry with this formula, charge and spin ... 3.0221 eV
E_LUMO ... 1.06 eV
Max |F| ... 0.635 eV/Å



Entry 5:
A structure of composition C5H9NO in a non-equilibrium geometry, computed with ωB97M-V with the def2-TZVPD basis set.

Last column: natural (NBO) charge in e.
CARTESIAN COORDINATES (ANGSTROEM)
C  0.08251  -0.06931  -0.31396  0.044
C  0.97487  0.36918  0.77795  0.251
C  -0.31574  -1.50896  -0.35761  -0.647
C  0.29381  0.60375  -1.63481  -0.645
C  -0.82669  0.92025  1.05913  0.087
O  1.48883  -0.55037  1.50361  -0.659
N  -1.21028  0.57229  2.21873  -0.533
H  1.45229  1.35954  0.64019  0.166
H  -0.56527  -0.14754  2.58879  0.365
H  -1.29407  1.78421  0.57235  0.184
H  -0.54514  -1.89375  0.63855  0.246
H  -1.17892  -1.64270  -1.01819  0.213
H  0.51338  -2.11883  -0.73684  0.244
H  1.19753  0.19763  -2.10806  0.242
H  0.48469  1.67622  -1.51996  0.223
H  -0.55180  0.44841  -2.30987  0.220

Summary:
2S+1 ... 1
ΔE to the lowest compared entry with this formula, charge and spin ... 3.8348 eV
E_LUMO ... -0.27 eV
Max |F| ... 5.620 eV/Å



Entry 6:
An isolated molecule of C5H9NO, computed with ωB97M-V with the def2-TZVPD basis set.

Last column: natural (NBO) charge in e.
CARTESIAN COORDINATES (ANGSTROEM)
N  2.78406  -0.67955  1.24514  -0.827
C  1.65505  -0.70768  0.45877  0.015
C  1.03988  0.31128  -0.13376  -0.303
C  -0.22134  0.11786  -0.91464  -0.412
C  -1.44564  0.79657  -0.27533  -0.529
C  -2.74031  0.05666  -0.36040  0.443
O  -3.80357  0.60917  -0.23059  -0.522
H  3.22299  -1.55182  1.47430  0.383
H  3.05759  0.09721  1.81786  0.388
H  1.29265  -1.70616  0.28135  0.181
H  1.32812  1.34822  -0.03100  0.195
H  -0.46453  -0.95164  -0.99401  0.197
H  -0.07665  0.50163  -1.93927  0.208
H  -1.65702  1.80645  -0.63322  0.235
H  -1.21338  0.99562  0.76451  0.243
H  -2.75791  -1.04383  -0.52972  0.105

Summary:
SMILES ... N/C=C/CCC=O
2S+1 ... 1
ΔE to the lowest compared entry with this formula, charge and spin ... 1.7914 eV
E_LUMO ... 1.00 eV
Max |F| ... 0.713 eV/Å



| no. | highest occupied orbital energy (eV) | gap between HOMO and LUMO (eV) |
| --- | --- | --- |
| 1 | -9.328 | 10.2 |
| 2 | -10.767 | 11.4 |
| 3 | -9.565 | 10.4 |
| 4 | -9.475 | 10.5 |
| 5 | -8.801 | 8.5 |
| 6 | -8.131 | 9.1 |